Molecular formula: C3H2N2
Method: DFT, the ωB97M-V functional and the def2-TZVPD basis

Geometry (Å):
N -2.14678 -0.21788 -1.15660
C -1.21599 -0.01784 -0.52367
C -0.08631 0.30894 0.33003
C 1.30574 -0.55576 0.01079
N 2.26104 -1.18844 -0.11795
H 0.01330 1.38439 -0.00409
H -0.13101 0.28658 1.46149

## Properties
**SMILES**: N#CCC#N
**Orbital gap**: 0.469 Ha
**Multiplicity**: 1
**HOMO level**: -12.451 eV
**LUMO energy**: 0.30 eV

The molecule's Löwdin atomic charges, reported in e, are given here: 0.1645 -0.2652 -0.1106 -0.1559 0.1120 0.1253 0.1299